63
Properties=species:S:1:pos:R:3:forces:R:3 method="wB97M-V/def2-TZVPD" orbital_gap_ev="6.831 / 4.841" spin_multiplicity=5 total_charge=+2
I 2.396980 -0.684624 -1.014289 0.308 -0.520 -0.714
I -2.633250 0.490590 1.262511 0.234 0.232 -0.732
Rh 0.013814 -0.155987 0.027039 -0.374 -0.488 -1.892
P -0.362547 1.468613 -1.871248 0.199 0.732 -0.533
C 0.342647 3.165203 -1.741617 0.046 -0.214 0.777
C 0.355819 0.841648 -3.462394 -0.592 0.248 0.653
H -0.063920 1.464253 -4.272686 0.415 -0.396 0.198
H -2.197902 2.203085 -3.252282 -0.027 -0.052 0.235
H 0.046425 -0.204611 -3.568549 0.182 0.206 -0.259
H -2.612153 0.732456 -2.318991 -0.110 0.140 -0.067
H 1.414246 3.047710 -1.508916 -0.274 0.226 -0.308
H 1.451299 0.917787 -3.400051 -0.330 -0.008 -0.243
C -2.129427 1.711151 -2.274213 0.306 -0.179 0.232
H 0.165375 3.768452 -2.627714 0.197 -0.259 -0.382
H -2.601656 2.322178 -1.497757 0.081 -0.095 -0.186
H -0.118314 3.698190 -0.894739 0.173 -0.281 -0.596
P 0.167758 -1.748277 1.581014 0.163 -1.388 1.617
C 1.053411 -1.291572 3.111730 -0.131 -0.193 -0.101
C -1.430967 -2.422988 2.156825 0.126 0.143 0.015
H 0.606978 -3.517157 0.000140 0.079 -0.078 0.076
H 0.847309 -4.076515 1.680107 0.134 0.200 -0.168
H 2.089595 -3.053517 0.871329 -0.109 -0.113 0.047
C 1.018351 -3.250919 0.976852 -0.177 0.207 0.038
H -2.056277 -2.637010 1.288444 -0.033 -0.100 0.057
H -1.263306 -3.347814 2.719007 0.013 0.152 -0.076
H 1.089712 -2.151942 3.795716 -0.016 0.244 -0.192
H 0.532622 -0.459927 3.600300 0.105 -0.108 -0.068
H -1.941911 -1.685083 2.785771 0.185 -0.352 -0.047
H 2.074274 -0.988587 2.858428 -0.120 -0.020 0.095
C 1.055212 0.996950 1.024574 1.536 3.551 2.556
O 1.720139 1.760860 1.596619 -0.812 -3.237 -1.462
C 1.103823 7.097202 -0.397542 0.047 0.176 -0.078
C 1.924076 5.963306 0.161529 -0.799 0.930 -0.032
C 2.895019 5.362450 -0.607232 0.120 0.093 -0.759
C 3.662923 4.313209 -0.111596 0.288 -0.373 0.368
C 3.422132 3.845770 1.164707 0.718 -0.328 0.057
C 2.386707 4.409773 1.918737 -1.123 0.575 0.485
N 2.009209 3.885859 3.167230 0.407 -1.502 -0.523
C 0.777051 3.366629 3.614216 0.331 0.302 0.123
C 0.794922 3.083679 5.001864 -0.179 -0.141 0.434
C -0.344886 2.677649 5.688133 0.507 0.056 -0.325
C -1.538895 2.555143 4.989893 0.117 0.137 -0.044
C -1.553956 2.815731 3.620372 -0.908 -0.612 0.144
C -0.434981 3.116106 2.884336 0.367 1.599 -0.330
C -0.791920 3.306806 1.388760 -0.592 2.639 0.264
O -1.392801 4.344116 1.025353 1.228 -2.043 0.809
O -0.514740 2.321224 0.637470 -1.325 -0.072 0.262
C 1.672077 5.538206 1.464752 0.002 -0.769 0.005
C 0.717305 6.234306 2.366842 -0.567 0.526 -0.072
H 0.031454 6.866775 -0.391499 0.181 -0.030 0.093
H 1.244094 8.020721 0.178785 -0.036 -0.195 -0.080
H 1.395821 7.305541 -1.426133 -0.017 0.026 0.028
H 3.047240 5.729815 -1.635051 0.017 -0.236 0.600
H 4.436701 3.856400 -0.726320 -0.139 0.116 0.189
H 4.001358 3.011794 1.570663 -0.207 0.274 -0.152
H 2.798458 3.478686 3.681735 -0.392 0.299 -0.056
H 1.730828 3.222847 5.555202 -0.356 -0.003 -0.216
H -0.295503 2.473667 6.748463 0.021 0.032 0.000
H -2.457056 2.264650 5.487190 0.095 0.071 0.029
H -2.512832 2.724813 3.091779 0.482 0.166 0.274
H -0.310581 6.181461 1.970152 0.365 0.049 0.082
H 0.701625 5.820117 3.374990 0.052 0.217 -0.162
H 0.989918 7.295601 2.435012 -0.084 -0.182 0.012